{
  "formula": "C22H44CoN3OP3Se",
  "method": "ωB97M-V with the def2-TZVPD basis set",
  "spin_multiplicity": 5,
  "homo_lumo_gap_ev": [8.3, 3.8],
  "e_homo_ev": [-16.6, -16.6],
  "lumo_ev": [-8.26, -12.82],
  "total_charge": 3,
  "symbols": ["Co", "P", "P", "P", "H", "C", "C", "H", "C", "C", "C", "C", "C", "C", "C", "C", "C", "H", "H", "H", "H", "H", "H", "H", "H", "H", "H", "H", "H", "H", "H", "H", "H", "H", "H", "H", "H", "H", "H", "H", "H", "H", "H", "H", "H", "H", "C", "C", "C", "C", "C", "C", "Se", "H", "H", "H", "H", "H", "H", "C", "N", "C", "C", "C", "N", "C", "O", "N", "H", "H", "H", "H", "H", "H", "H"],
  "positions_angstrom": [[-0.61495, 0.27381, 0.33129], [-1.50445, -1.11390, 2.15810], [0.24636, 1.70833, 1.64403], [-0.55285, -1.60556, -0.89384], [3.78678, 3.32603, -2.12946], [3.04576, 3.02543, -2.87924], [1.87415, 2.44583, -2.61130], [1.58836, 2.15967, -1.61326], [-0.50538, -2.45971, 2.89561], [-2.05522, -0.33266, 3.72651], [-3.00289, -2.07378, 1.72274], [1.34732, 2.76078, 0.67284], [-0.88069, 2.92701, 2.43954], [1.28030, 1.10162, 3.00421], [0.63034, -1.37419, -2.26578], [-2.11830, -1.96966, -1.77204], [-0.14732, -3.32804, -0.36546], [3.32314, 3.27698, -3.92376], [1.17695, 2.21537, -3.41483], [-1.14616, -3.02861, 3.58914], [0.34231, -2.03585, 3.45669], [-0.13285, -3.14143, 2.12550], [-2.01230, -1.07159, 4.53799], [-3.09430, 0.00555, 3.63340], [-1.41768, 0.51994, 3.98644], [-3.55345, -2.31226, 2.64429], [-2.73365, -3.01299, 1.22406], [-3.65225, -1.48106, 1.06864], [1.74813, 3.57293, 1.28784], [0.79532, 3.19175, -0.17230], [2.18445, 2.16414, 0.28973], [-0.29895, 3.85053, 2.53215], [-1.21090, 2.59080, 3.43334], [-1.75733, 3.13295, 1.81181], [1.77809, 1.96197, 3.46031], [2.03838, 0.41132, 2.61721], [0.68928, 0.57739, 3.76182], [0.69409, -2.28046, -2.88157], [1.62330, -1.14786, -1.85143], [0.31246, -0.53682, -2.89955], [-2.25337, -3.05707, -1.84342], [-2.09709, -1.55813, -2.77957], [-2.99337, -1.56710, -1.25616], [-0.00544, -3.94186, -1.26825], [-0.94917, -3.79203, 0.22467], [0.78517, -3.35629, 0.21338], [4.41447, -1.49448, 0.75191], [3.82779, -0.62913, -0.19272], [4.59196, -0.15570, -1.25901], [5.94440, -0.52398, -1.37771], [6.51467, -1.42729, -0.46256], [5.75445, -1.92293, 0.60034], [3.41958, -1.99669, 2.25266], [2.78269, -3.17393, 1.61810], [2.76571, -0.35011, -0.07540], [4.15102, 0.51084, -1.99840], [6.56510, -0.10539, -2.17078], [7.56661, -1.72689, -0.60685], [6.17823, -2.64219, 1.30933], [-2.86877, 1.65307, -4.03788], [-3.19911, 1.44512, -2.62424], [-4.38228, 0.87526, -2.24824], [-4.63382, 0.69216, -0.91982], [-3.62004, 1.03185, 0.00164], [-2.34833, 1.18490, -0.42700], [-2.11683, 1.44159, -1.76609], [-0.95414, 1.67189, -2.15468], [-3.87690, 1.15928, 1.33205], [-1.97131, 2.27173, -4.11112], [-3.68528, 2.17150, -4.55475], [-2.67479, 0.70719, -4.57127], [-5.05582, 0.62430, -3.05633], [-5.57184, 0.30853, -0.52840], [-4.85736, 1.10440, 1.64135], [-3.26021, 1.67389, 1.96382]],
  "mulliken_charge": [0.5065, 1.0475, 0.8533, 1.0567, 0.2937, -0.7198, 0.4146, -0.4487, -1.2351, -1.3508, -1.1319, -1.3218, -1.4298, -0.7849, -0.8969, -1.3486, -1.5045, 0.2674, 0.0953, 0.4746, 0.2797, 0.2916, 0.5149, 0.4040, 0.2402, 0.5258, 0.3814, 0.1840, 0.6229, 0.4167, 0.1922, 0.4940, 0.3494, 0.4489, 0.4969, -0.1482, 0.3487, 0.5047, 0.0967, 0.2948, 0.5518, 0.3811, 0.1942, 0.5568, 0.4439, 0.1287, 0.0349, 0.6065, -0.4062, -0.6054, -0.6855, -0.4567, 0.4358, 0.2559, -0.0246, 0.4434, 0.4447, 0.3802, 0.4301, -1.0242, 0.1446, -0.3476, -1.0690, 0.2400, 0.6762, -0.3102, -0.5087, -0.1356, 0.3220, 0.4106, 0.3464, 0.5264, 0.4913, 0.2998, 0.0519]
}

***

{
  "formula": "C22H44EuN2Si4",
  "method": "ωB97M-V with the def2-TZVPD basis set",
  "spin_multiplicity": 8,
  "homo_lumo_gap_ev": [4.7, 4.7],
  "e_homo_ev": [-5.7, -5.6],
  "lumo_ev": [-0.96, -0.95],
  "symbols": ["C", "C", "H", "H", "H", "H", "H", "H", "C", "C", "C", "C", "H", "H", "H", "H", "N", "C", "C", "N", "C", "C", "C", "H", "H", "C", "H", "H", "Eu", "C", "H", "H", "H", "C", "Si", "C", "C", "Si", "Si", "C", "C", "C", "Si", "C", "C", "C", "H", "H", "H", "H", "H", "H", "H", "H", "H", "H", "H", "H", "H", "H", "H", "H", "H", "H", "H", "H", "H", "H", "H", "H", "H", "H", "H"],
  "positions_angstrom": [[-3.85090, -0.40615, -1.39975], [-4.00206, 0.81943, -2.31375], [-3.65689, -1.31470, -2.00664], [-4.80767, -0.52635, -0.90125], [-3.12296, -0.38544, -0.55856], [-3.26018, 0.99446, -3.11620], [-4.93583, 0.65950, -2.86526], [-4.09366, 1.74866, -1.74378], [0.10527, -3.03116, -1.86174], [1.14901, -3.96384, -1.81029], [2.37413, -3.65199, -2.41360], [2.52073, -2.41822, -3.03766], [-0.86693, -3.27760, -1.42235], [1.00486, -4.91164, -1.28946], [3.20072, -4.36245, -2.40117], [3.46788, -2.16031, -3.50850], [0.24137, -1.82637, -2.44821], [1.44348, -1.51030, -3.02680], [1.60841, -0.14189, -3.53831], [0.57047, 0.72405, -3.33989], [0.75277, 2.05338, -3.47470], [2.96323, 1.69983, -4.29766], [1.95334, 2.59535, -3.92632], [-0.09406, 2.68415, -3.18765], [2.04171, 3.68858, -3.97631], [2.79606, 0.32534, -4.12505], [3.55819, -0.39228, -4.43521], [3.88744, 2.08037, -4.72935], [-1.36049, 0.20603, -1.90284], [-1.72188, 2.64072, -1.46927], [-1.93334, 2.85906, -2.54239], [-0.74380, 3.07903, -1.17938], [-2.53980, 3.10310, -0.89544], [3.12188, -0.12942, 0.15652], [1.96335, 0.89877, 1.23446], [2.45341, 0.80456, 3.06121], [1.94265, 2.67526, 0.61030], [-0.22025, 0.02922, 1.05232], [-0.10893, -2.05264, 2.11019], [-0.13619, -1.94072, 3.99755], [-1.63484, -2.96585, 1.49496], [1.46879, -2.97604, 1.65416], [-1.58776, 1.34348, 2.40906], [-1.15943, 1.29532, 4.24603], [-1.50806, 3.14914, 1.88255], [-3.30493, 0.62359, 2.12654], [4.16108, 0.15353, 0.38274], [2.94774, 0.05393, -0.91288], [3.02610, -1.21033, 0.32048], [3.48342, 1.18324, 3.14363], [1.81539, 1.42731, 3.70304], [2.44126, -0.22133, 3.45812], [1.58449, 2.74144, -0.42791], [1.33000, 3.34535, 1.22597], [2.97637, 3.05122, 0.63369], [-1.14709, -1.78014, 4.39269], [0.22550, -2.89383, 4.41178], [0.50866, -1.14813, 4.39844], [-1.59466, -3.19400, 0.42358], [-1.71393, -3.92273, 2.03050], [-2.56208, -2.40777, 1.67370], [1.56145, -3.15043, 0.57525], [2.37710, -2.45988, 1.98950], [1.45765, -3.96084, 2.14453], [-0.13348, 1.61550, 4.46408], [-1.83142, 1.98924, 4.77333], [-1.29916, 0.31017, 4.70118], [-1.64180, 3.27025, 0.80609], [-2.31931, 3.70434, 2.37512], [-0.56160, 3.63332, 2.15083], [-3.70527, 0.79708, 1.11938], [-3.32941, -0.45735, 2.31295], [-3.99524, 1.09581, 2.83906]],
  "mulliken_charge": [-0.6440, -0.8930, 0.3822, 0.4756, -0.1698, 0.3196, 0.4060, 0.2047, -0.0435, -0.8574, -0.4139, -0.6811, 0.5356, 0.3326, 0.4106, 0.2126, -0.1838, 0.4917, 0.5308, -0.2995, -0.0664, -0.4145, -0.9132, 0.6228, 0.4180, -0.5026, 0.3688, 0.4156, 0.9364, -1.9446, 0.5895, 0.3519, 0.3394, -0.5725, 0.1750, -0.9687, -0.7947, 0.5205, 0.3143, -1.2604, -0.6748, -0.7365, 0.1367, -1.0284, -1.0759, -1.0268, 0.4742, -0.0705, 0.0982, 0.4215, 0.1950, 0.1581, -0.0094, 0.2151, 0.4320, 0.3132, 0.4016, 0.3563, -0.1097, 0.3927, 0.2300, -0.1044, 0.2721, 0.4253, 0.2453, 0.3988, 0.2868, 0.1262, 0.4030, 0.2714, 0.1217, 0.2494, 0.4815]
}

***

{
  "formula": "C22H44N3OP3SeV",
  "method": "ωB97M-V with the def2-TZVPD basis set",
  "spin_multiplicity": 3,
  "homo_lumo_gap_ev": [4.6, 5.0],
  "e_homo_ev": [-15.8, -15.8],
  "lumo_ev": [-11.25, -10.79],
  "total_charge": 3,
  "symbols": ["V", "P", "P", "P", "H", "C", "C", "H", "C", "C", "C", "C", "C", "C", "C", "C", "C", "H", "H", "H", "H", "H", "H", "H", "H", "H", "H", "H", "H", "H", "H", "H", "H", "H", "H", "H", "H", "H", "H", "H", "H", "H", "H", "H", "H", "H", "C", "C", "C", "C", "C", "C", "Se", "H", "H", "H", "H", "H", "H", "C", "N", "C", "C", "C", "N", "C", "O", "N", "H", "H", "H", "H", "H", "H", "H"],
  "positions_angstrom": [[-0.39548, 0.21038, 0.65160], [-2.29374, 0.02349, 2.12061], [0.65436, -1.48065, 1.94642], [-1.62360, 1.53182, -0.88355], [3.39107, -3.57629, -5.38173], [3.48844, -2.60096, -5.87418], [4.06227, -1.58364, -5.20083], [4.59366, -1.75891, -4.25547], [-3.45574, -1.36419, 1.75810], [-1.97255, -0.25770, 3.90869], [-3.45414, 1.43609, 2.22508], [2.12183, -2.07535, 1.03639], [1.39662, -0.87712, 3.50515], [-0.15764, -3.03922, 2.47590], [-0.71845, 1.76087, -2.46099], [-1.88065, 3.25619, -0.35178], [-3.29665, 1.03824, -1.45525], [3.12990, -2.57524, -6.91872], [4.06857, -0.56481, -5.59489], [-4.25535, -1.36915, 2.51357], [-2.91993, -2.32311, 1.78022], [-3.88912, -1.23012, 0.75734], [-2.94211, -0.31652, 4.42652], [-1.39388, 0.59012, 4.29941], [-1.41281, -1.18409, 4.08534], [-4.20317, 1.22008, 3.00090], [-3.96542, 1.62224, 1.27331], [-2.88123, 2.32451, 2.51552], [2.57936, -2.89302, 1.60871], [2.85492, -1.26609, 0.91304], [1.83339, -2.44408, 0.04476], [1.76463, -1.73451, 4.08491], [0.67821, -0.31771, 4.11515], [2.23610, -0.21252, 3.27003], [0.61165, -3.65338, 2.96616], [-0.55958, -3.58108, 1.60916], [-0.97447, -2.87099, 3.18850], [-1.36337, 2.29309, -3.17712], [-0.42611, 0.79068, -2.88688], [0.18803, 2.35794, -2.28200], [-2.58139, 3.74047, -1.04165], [-0.92531, 3.78954, -0.37712], [-2.28119, 3.32278, 0.66407], [-3.64054, 1.78714, -2.18450], [-4.01308, 0.99679, -0.62507], [-3.25474, 0.04887, -1.93071], [-0.68736, -2.55258, -2.51367], [0.60981, -2.13550, -2.77062], [1.21675, -2.48040, -3.96509], [0.55286, -3.23862, -4.93081], [-0.74975, -3.70138, -4.66107], [-1.36854, -3.35892, -3.44621], [-1.39517, -1.99501, -0.78213], [-0.22798, -0.88006, -0.80515], [1.16431, -1.54946, -2.03855], [2.23227, -2.13018, -4.10723], [1.07544, -3.45548, -5.86727], [-1.26816, -4.32602, -5.39191], [-2.36612, -3.70510, -3.18464], [0.87142, 4.44557, 3.79714], [1.35943, 3.57976, 2.72064], [2.59835, 3.81841, 2.19634], [3.06171, 3.02466, 1.18888], [2.21859, 2.02640, 0.67758], [1.02376, 1.75518, 1.24182], [0.57781, 2.52125, 2.29291], [-0.51697, 2.29169, 2.85311], [2.58410, 1.26716, -0.37073], [1.60439, 4.44635, 4.61774], [-0.09625, 4.06516, 4.14099], [0.77203, 5.47375, 3.41659], [3.13681, 4.64072, 2.66719], [4.05507, 3.15631, 0.78333], [3.46935, 1.43289, -0.83246], [1.97046, 0.57259, -0.78885]],
  "mulliken_charge": [-0.8036, 1.4522, 1.4729, 1.1907, 0.4171, -0.6684, -0.4768, 0.3045, -1.4236, -1.2916, -1.1949, -1.1015, -1.3299, -1.2376, -1.1733, -1.2505, -1.0602, 0.2730, 0.2833, 0.5492, 0.3124, 0.3598, 0.5584, 0.3096, 0.3174, 0.5391, 0.3058, 0.2948, 0.5000, 0.4078, 0.3032, 0.5192, 0.2883, 0.3767, 0.5522, 0.3142, 0.3907, 0.4711, 0.3286, 0.4192, 0.5157, 0.3926, 0.2652, 0.5372, 0.3115, 0.2741, 1.2236, -0.5428, -0.3729, -0.2570, -0.7620, -0.7511, 0.1623, 0.0972, 0.2427, 0.0155, 0.3258, 0.4074, 0.4383, -1.0513, 0.0839, -0.3343, -1.1531, 0.2804, 0.7584, -0.1871, -0.8455, -0.0595, 0.4030, 0.3019, 0.3844, 0.5372, 0.5335, 0.2727, -0.2478]
}